{"formula": "C21H14Br2N2O5", "method": "the ωB97M-V functional and the def2-TZVPD basis", "symbols": ["H", "H", "C", "C", "C", "H", "C", "O", "H", "H", "Br", "N", "H", "H", "C", "H", "C", "C", "C", "O", "C", "O", "Br", "H", "C", "H", "C", "H", "O", "H", "C", "H", "N", "C", "C", "C", "C", "C", "C", "C", "C", "O", "C", "H"], "positions_angstrom": [[-3.9508, -4.9926, -1.9824], [-3.0251, -2.8232, -1.2343], [-0.7775, -2.3643, 0.0819], [1.1317, -0.3151, 1.1264], [-3.0104, -4.9595, -1.4530], [2.8110, -1.5475, 1.6035], [3.3492, 0.0009, 0.2342], [-4.0399, -0.7957, -0.1735], [-5.7595, 3.5908, -0.9542], [-0.7005, -0.5672, 2.2273], [5.1620, -0.5496, 0.1430], [-3.4105, -0.0381, 0.5249], [3.6265, 1.6422, -1.1322], [0.7101, -1.4046, 2.9058], [-3.9242, 4.0920, 0.0313], [-5.4222, 1.1404, -0.6931], [-2.4963, -3.7440, -1.0398], [-1.2922, -3.6963, -0.3450], [-1.1090, -6.0855, -0.5177], [-0.8317, 1.9243, 2.4183], [2.9386, 1.0959, -0.5060], [-2.7009, -0.3732, 1.4526], [0.9803, 2.9569, -1.3987], [-2.0256, 4.2980, 1.0121], [2.4661, -0.6944, 1.0393], [-0.5628, -6.9974, -0.3254], [-2.3181, -6.1305, -1.1928], [-4.0707, 5.1564, -0.0676], [-0.8767, -1.3688, -0.6077], [-0.2875, -3.1803, 1.8784], [-2.7766, 3.6155, 0.6458], [-2.7166, -7.0796, -1.5201], [-0.1662, -2.3669, 1.2972], [-1.2669, 1.7504, 1.3168], [1.6118, 1.4688, -0.4203], [-0.5971, -4.8742, -0.0889], [-3.5496, 1.3751, 0.2971], [-4.8741, 3.2133, -0.4671], [-2.5776, 2.2495, 0.7807], [-4.6925, 1.8492, -0.3317], [0.7012, 0.7780, 0.3773], [-0.6077, 1.1961, 0.2896], [0.1998, -1.1344, 1.9793], [0.3570, -4.8439, 0.4186]], "nbo_charge": [0.214, 0.242, 0.660, -0.037, -0.197, 0.228, -0.068, -0.362, 0.226, 0.237, 0.064, 0.531, 0.246, 0.218, -0.173, 0.248, -0.195, -0.070, -0.213, -0.558, -0.259, -0.386, 0.081, 0.235, -0.221, 0.214, -0.204, 0.224, -0.625, 0.402, -0.172, 0.214, -0.615, 0.808, -0.118, -0.225, 0.107, -0.202, -0.115, -0.194, 0.353, -0.506, -0.247, 0.214], "charge": 0, "e_tot_ev": -175304.9635, "smiles": "O=C(NCc1cc(Br)cc(Br)c1OC(=O)c1ccccc1[N+](=O)[O-])c1ccccc1"}

{"formula": "C21H14CdClF4N4O5", "method": "the ωB97M-V functional and the def2-TZVPD basis", "symbols": ["O", "H", "F", "F", "C", "C", "H", "N", "O", "C", "C", "H", "H", "C", "N", "F", "H", "O", "H", "H", "N", "C", "Cd", "H", "C", "H", "C", "F", "C", "C", "C", "C", "C", "C", "C", "H", "Cl", "O", "C", "C", "H", "C", "C", "H", "N", "O", "H", "C", "H", "C"], "positions_angstrom": [[-0.4230, -2.9180, 0.5624], [2.1517, -0.9125, 1.8324], [0.4504, 1.4567, -0.7533], [-0.7302, 4.2481, -4.3788], [-3.1559, 0.7878, 0.1718], [3.1077, 6.7828, -2.0911], [-3.0307, 2.9356, -0.5167], [-3.8296, 2.7322, -3.1328], [1.1107, -4.4427, -0.4292], [0.0097, 3.9518, -3.3053], [-1.4525, 0.9680, 1.7446], [1.4013, -0.1146, 4.5175], [-2.6764, -0.9429, 1.4031], [-0.2817, 2.7905, -2.5890], [3.2804, 7.8370, -2.5331], [1.1946, 5.8858, -3.7464], [0.0603, 2.5829, 3.2591], [1.5752, -2.1118, -0.3421], [0.2936, -1.1319, 3.5958], [1.7836, 2.3771, 3.5434], [-1.1089, -0.5549, -2.3285], [1.6139, 3.4164, -1.1753], [-0.3005, -0.7607, -0.3548], [-3.9689, 0.4321, -0.4449], [0.5389, -0.1003, 3.8505], [-1.6824, 1.0739, 2.8111], [0.8899, 0.6790, 2.5924], [2.3212, 3.0700, -0.0859], [-2.7344, 2.3735, -3.0486], [-1.2691, 0.5731, -2.6480], [-1.6594, 2.2864, 1.0305], [0.9799, 2.1784, 2.8341], [2.1743, 0.1680, 1.9641], [3.8471, 5.2284, -0.4501], [1.0291, 4.8135, -2.9643], [3.0177, 0.4166, 2.6080], [1.0003, -3.2826, 0.3706], [1.6291, -3.4292, 1.6353], [-2.6523, 2.1737, 0.1473], [-1.4105, 1.9014, -2.8903], [-1.0479, 3.1578, 1.2049], [2.9296, 5.5188, -1.4844], [1.8928, 4.6143, -1.8639], [1.2124, 2.7020, 1.9060], [4.6250, 5.0308, 0.3828], [-0.1390, 0.4072, 1.5783], [-0.2931, 0.3444, 4.3988], [-2.4759, 0.0712, 1.0824], [2.3395, 0.6480, 0.9982], [0.5906, 2.5735, -1.5294]], "nbo_charge": [-0.931, 0.234, -0.380, -0.310, -0.139, 0.328, 0.252, -0.406, -0.781, 0.402, 0.020, 0.226, 0.241, -0.195, -0.427, -0.301, 0.203, -0.931, 0.231, 0.231, -0.758, 0.325, 1.728, 0.238, -0.646, 0.219, 0.291, -0.321, 0.311, 0.461, -0.196, -0.654, -0.644, 0.313, 0.284, 0.227, 2.532, -0.802, -0.220, -0.490, 0.233, -0.514, -0.062, 0.246, -0.432, -0.646, 0.204, -0.342, 0.235, 0.315], "e_above_lowest_kcal_mol": 4.74, "charge": -1, "e_tot_ev": -66150.5138}

{"formula": "C21H14ClF3N2O5S", "method": "the ωB97M-V functional and the def2-TZVPD basis", "symbols": ["H", "H", "C", "C", "H", "C", "S", "C", "C", "H", "H", "H", "C", "F", "C", "O", "Cl", "C", "C", "C", "O", "H", "H", "H", "H", "O", "N", "C", "H", "C", "C", "C", "C", "C", "F", "C", "C", "N", "H", "C", "O", "C", "H", "H", "F", "C", "O"], "positions_angstrom": [[1.2784, 1.3356, -0.9052], [3.6170, 1.4859, 1.9609], [-3.1902, -0.8752, -0.0081], [-4.1394, -0.5411, -0.8694], [1.4156, -2.2606, -3.3622], [1.4961, -1.8807, -1.3682], [-0.0102, -3.0387, 0.4262], [-3.1443, 0.0065, 1.3094], [-0.3709, 2.0555, -0.0117], [-0.4338, 2.9432, 3.1920], [-2.1713, -2.3454, -0.9455], [-4.0347, 0.9551, 1.5371], [-1.1830, 2.0488, -1.1192], [-0.6957, 2.8121, -1.9101], [3.1441, -0.1404, -0.6958], [-5.0669, 0.4406, -0.5208], [0.1971, -1.3377, 2.9362], [3.8882, 0.4118, 0.2339], [-0.8478, 2.5792, 1.3267], [-1.1419, -0.9921, 1.8199], [-4.2823, -1.1209, -1.8289], [1.8996, 2.3583, 3.2858], [-2.2101, 0.5627, 3.0224], [1.7262, -1.0891, 0.4859], [3.3174, -0.6214, -4.3730], [1.0481, -3.2041, 1.1802], [3.0358, 1.2517, 1.2638], [-1.2585, -1.9130, 0.9576], [4.5159, 0.5804, -2.3824], [-2.2660, -1.7143, -0.0484], [-2.1955, -0.0783, 2.1154], [1.9534, -1.6015, -2.7176], [-0.0887, 2.4441, 2.4065], [0.9949, 1.7876, -0.0281], [-1.2160, 0.8629, -1.4780], [3.5685, -0.1072, -2.2194], [2.2445, -0.9452, -0.5328], [0.5385, -2.8568, -1.0748], [-5.8346, 0.4126, -1.2215], [1.8206, 1.6358, 1.2320], [5.1206, 0.7770, 0.3098], [1.2078, 2.0708, 2.3664], [-1.9042, 2.8911, 1.6160], [0.2736, -3.3119, -1.8864], [-2.5868, 2.3539, -0.8330], [2.8743, -0.7659, -2.9493], [-0.9033, -4.3218, 0.3057]], "nbo_charge": [0.202, 0.397, -0.188, 0.755, 0.213, 0.190, 2.336, -0.079, -0.129, 0.208, 0.247, 0.263, 0.956, -0.256, -0.252, -0.710, 0.012, 0.697, -0.201, 0.189, -0.535, 0.203, 0.254, 0.212, 0.178, -0.901, -0.631, -0.420, 0.259, -0.082, -0.356, -0.221, -0.239, -0.246, -0.293, -0.141, -0.144, -0.851, 0.505, 0.264, -0.535, -0.252, 0.224, 0.441, -0.384, -0.201, -0.960], "e_above_lowest_kcal_mol": 385.58, "charge": 0, "e_tot_ev": -66716.9362}

{"formula": "C21H14F3N4O10S", "method": "the ωB97M-V functional and the def2-TZVPD basis", "symbols": ["O", "C", "O", "H", "C", "O", "C", "F", "F", "C", "C", "O", "C", "H", "C", "H", "H", "C", "H", "C", "H", "H", "C", "C", "H", "H", "C", "H", "O", "C", "O", "H", "C", "O", "N", "C", "H", "H", "C", "C", "N", "H", "F", "O", "O", "S", "C", "N", "C", "O", "C", "N", "C"], "positions_angstrom": [[-2.4980, 1.0414, 3.0319], [-1.0467, 0.1387, 1.3928], [-1.8590, 2.2029, -2.9181], [-1.0399, 0.9572, -0.5061], [-0.0157, -1.3598, 3.4436], [-1.9602, -4.8476, -3.1128], [-1.2606, 1.2830, 0.5127], [2.7280, -1.0841, -4.7632], [4.2383, -2.3810, -3.8320], [-0.0632, -0.8675, 1.1533], [-0.3836, 2.4784, 0.8562], [2.7738, -0.5689, -1.8328], [-1.6720, 0.2072, 2.7085], [-0.7919, -3.2307, 4.1943], [1.1257, -0.3834, 3.7067], [-1.7722, 3.2540, 2.2956], [2.0781, -0.8956, 3.5212], [0.0509, -2.5630, 4.3888], [0.9856, -3.1065, 4.2303], [-0.8114, 3.4114, 1.8010], [1.0878, -0.0777, 4.7586], [0.0775, -3.7079, -2.8670], [-1.7406, -2.5593, -3.1082], [2.9190, -2.1553, -3.9641], [2.6582, 3.7834, 0.0944], [1.0642, 0.5071, 3.0645], [-0.1524, -0.3421, -2.2686], [0.4272, 0.5244, -1.9649], [-3.7498, -3.6731, -3.5804], [0.8807, 2.5818, 0.2748], [2.3827, -3.0570, -1.5051], [0.0067, -2.2087, 5.4219], [2.0990, 5.7522, 1.8250], [-3.3105, 0.6139, -3.7164], [-2.1335, 1.0214, -3.0388], [-1.4628, -0.1609, -2.7162], [-2.3147, 1.5653, 0.6313], [-0.3342, 5.2341, 2.8489], [1.6862, 3.6785, 0.5777], [1.2526, 4.6340, 1.5041], [-3.4166, -0.7589, -3.7502], [1.2312, 1.7866, -0.3884], [2.3357, -3.2367, -4.5257], [0.0499, -1.8771, 2.0985], [-1.2988, -0.7443, 3.6390], [2.2017, -1.8285, -2.2366], [-0.3642, -2.7134, -2.8469], [2.7944, 6.6573, 2.0849], [0.0017, 4.4964, 2.1194], [0.7078, -0.8484, 0.2084], [0.4265, -1.6097, -2.4997], [-2.5411, -3.7483, -3.2852], [-2.2771, -1.2155, -3.1611]], "nbo_charge": [-0.678, -0.486, -0.336, 0.192, 0.537, -0.396, -0.426, -0.313, -0.303, 0.756, 0.034, -0.883, 0.770, 0.225, -0.672, 0.242, 0.220, -0.623, 0.215, -0.165, 0.214, 0.281, 0.049, 0.750, 0.218, 0.238, -0.035, 0.281, -0.354, -0.230, -0.881, 0.211, 0.305, -0.137, 0.419, 0.016, 0.235, 0.218, -0.145, -0.227, -0.080, 0.226, -0.316, -0.553, -0.551, 2.094, -0.107, -0.361, -0.174, -0.725, -0.357, 0.491, 0.079], "e_above_lowest_kcal_mol": 0.00, "charge": -1, "e_tot_ev": -67421.2485}